{"formula": "C4H7NO", "method": "ωB97M-V with the def2-TZVPD basis set", "elements": ["C", "C", "C", "N", "C", "O", "H", "H", "H", "H", "H", "H", "H"], "xyz": [[1.423, 0.603, 0.213], [0.332, -0.092, -0.583], [-0.444, -1.164, 0.191], [-1.617, -0.452, 0.724], [-1.679, 0.606, 0.032], [-0.709, 0.872, -0.878], [1.844, 1.436, -0.357], [1.024, 0.997, 1.155], [2.230, -0.100, 0.447], [0.717, -0.474, -1.530], [-0.810, -1.951, -0.478], [0.154, -1.635, 0.976], [-2.464, 1.354, 0.087]], "forces_ev_per_angstrom": [[0.059, 0.001, 0.043], [0.215, -0.168, -0.009], [0.140, -0.156, 0.000], [0.017, 0.317, -0.287], [-0.129, -0.072, 0.175], [-0.117, 0.058, 0.039], [-0.071, -0.129, 0.062], [0.026, -0.104, -0.144], [-0.115, 0.078, -0.039], [-0.060, 0.146, 0.043], [0.088, -0.002, 0.096], [-0.124, 0.118, -0.008], [0.071, -0.089, 0.028]], "mulliken_charge": [-1.290, 0.378, -0.485, -0.487, 0.038, -0.399, 0.345, 0.298, 0.347, 0.286, 0.276, 0.306, 0.387], "relative_energy_kcal_mol": 22.5, "homo_energy_ev": -9.64, "homo_lumo_gap_ev": 10.65, "smiles": "C[C@H]1CN=CO1"}